[1]
221
Properties=species:S:1:pos:R:3:forces:R:3:lowdin_charge:R:1 method="wB97M-V/def2-TZVPD" max_force_ev_per_a=3.1 homo_lumo_gap_ha=0.3239 charge=0 homo_energy_ev=-8.5 total_energy_ev=-102220.446
C 13.976465 9.232470 25.127215 0.417 -0.741 -1.185 -0.0279
C 14.320175 10.378660 24.143505 0.249 -0.627 1.066 -0.4336
C 14.118415 10.067480 22.679295 -0.517 -0.274 -0.781 -0.2340
O 14.666055 8.872210 22.226125 1.549 -1.201 -0.160 -0.1883
C 16.072955 8.983660 21.917535 -0.913 -0.031 0.266 -0.0705
N 13.483265 11.480280 24.476545 -0.501 1.700 -0.368 0.0456
H 14.850875 8.594860 25.257405 -0.172 -0.247 0.259 0.0776
H 13.178095 8.636970 24.684395 -0.016 -0.258 -0.128 0.0731
H 13.562095 9.547100 26.085035 0.492 0.319 -0.075 0.0548
H 15.357845 10.688270 24.267965 0.153 0.031 0.207 0.1347
H 14.503265 10.834440 22.007165 -0.025 0.752 0.338 0.1098
H 13.060815 9.958120 22.439255 -0.351 0.230 0.325 0.1125
H 16.420355 8.029480 21.521355 -0.168 0.097 -0.019 0.0911
H 16.664975 9.235780 22.797325 0.020 -0.026 0.193 0.0828
H 16.209225 9.778000 21.183665 0.120 0.024 -0.220 0.0707
H 13.675205 11.771460 25.424425 -0.078 0.167 0.036 0.0446
H 12.525185 11.161360 24.454805 -0.334 0.104 0.041 0.0836
C 18.878385 15.029390 10.871415 0.776 -1.453 0.566 -0.0564
C 18.207795 14.827820 12.247935 1.223 0.173 -0.622 -0.3982
C 18.967425 13.924450 13.259055 1.215 0.764 -1.214 -0.2180
O 18.171235 13.737050 14.387005 0.136 -1.307 1.509 -0.2197
C 18.866275 13.045340 15.471615 0.187 0.791 -0.692 -0.0603
N 18.049955 16.170350 12.788155 -1.890 -0.749 -0.162 0.0610
H 18.236655 15.224400 10.012195 -0.382 0.182 0.454 0.0714
H 19.382375 14.086960 10.657135 0.336 -0.068 -0.446 0.0628
H 19.633325 15.813570 10.928185 -0.028 -0.002 0.034 0.0724
H 17.295695 14.249480 12.100645 -0.626 0.642 0.050 0.1246
H 19.904875 14.381510 13.575885 0.209 0.530 0.006 0.1179
H 19.318055 13.027770 12.748055 -0.522 -0.779 0.127 0.1195
H 18.281855 12.935630 16.385135 -0.898 -0.273 -0.537 0.0672
H 19.679635 13.647920 15.875915 0.491 0.304 -0.544 0.0685
H 19.278555 12.104760 15.106345 -0.180 -0.180 0.131 0.0908
H 18.908735 16.442690 13.244705 0.028 -0.024 0.257 0.0395
H 17.349945 15.988000 13.493015 0.012 0.925 0.785 0.0287
C 16.594115 18.980060 26.613945 0.002 -0.630 0.315 -0.0549
C 17.852225 18.834760 25.741445 -1.890 -0.236 -0.488 -0.4207
C 17.546735 17.991000 24.481145 0.825 0.331 -0.525 -0.1921
O 18.756975 17.728150 23.787685 1.944 -0.070 0.291 -0.2137
C 18.685905 16.703640 22.812875 -1.368 0.672 0.366 -0.0971
N 18.416535 20.136050 25.479445 1.208 0.400 -1.375 0.0420
H 16.867685 19.298950 27.619705 0.026 0.259 -0.070 0.0788
H 16.056525 18.042080 26.752825 0.211 -0.316 -0.076 0.0469
H 15.826485 19.646030 26.219845 0.333 0.331 -0.249 0.0780
H 18.573625 18.176140 26.225075 0.276 0.360 0.491 0.1352
H 17.017705 18.487580 23.667735 -1.420 0.150 0.623 0.1268
H 17.134325 17.053350 24.853765 -0.535 -0.175 -0.303 0.1138
H 19.579365 16.603620 22.196585 0.307 0.025 0.694 0.0867
H 17.898285 16.967420 22.107055 -0.373 -0.090 -0.301 0.0750
H 18.357305 15.804060 23.333335 0.364 -0.547 -0.315 0.0789
H 18.710445 20.091540 24.514185 1.184 -0.264 -0.213 0.0592
H 17.832645 20.948130 25.339095 -1.167 -0.268 1.069 0.0700
C 13.966085 11.342480 28.387655 0.642 -0.460 1.309 -0.0738
C 13.376825 12.575370 29.068515 -0.279 0.399 -2.959 -0.3824
C 13.710545 13.770420 28.079325 -0.148 -1.324 0.500 -0.2101
O 15.074225 14.096920 28.149875 0.035 0.472 0.866 -0.1739
C 15.313475 15.262000 27.415355 0.846 0.458 -0.420 -0.1438
N 11.930225 12.356700 29.242705 0.604 0.649 0.648 0.0335
H 15.053735 11.411730 28.369705 0.085 -0.081 0.280 0.0846
H 13.719585 11.118040 27.349885 -0.708 0.494 0.183 0.0318
H 13.648905 10.516040 29.023645 0.308 -0.465 -0.260 0.0815
H 13.842525 12.759930 30.036585 -0.021 -0.046 -0.042 0.1386
H 13.021405 14.601950 28.226765 0.174 0.458 0.225 0.1138
H 13.615215 13.433630 27.047055 -0.923 -0.213 -0.256 0.1012
H 14.801925 16.138850 27.812275 -0.277 -0.004 0.152 0.0790
H 15.031145 15.164860 26.367045 -0.304 -0.116 -0.143 0.0645
H 16.380395 15.484940 27.424145 0.114 -0.177 0.223 0.0834
H 11.526675 13.251520 29.480485 -0.434 -0.017 0.095 0.0608
H 11.433825 11.991850 28.442345 0.335 0.029 -0.286 0.0690
C 14.200775 16.448820 16.185185 -0.306 -0.624 -0.772 -0.0483
C 14.735855 15.229710 15.392625 -0.211 -0.492 1.545 -0.3730
C 14.371025 15.313810 13.878935 1.183 -0.401 0.697 -0.1474
O 14.451875 14.120140 13.072565 -0.235 -0.041 2.276 -0.2007
C 14.260595 14.404040 11.730525 0.893 -0.012 -0.575 -0.1383
N 16.176475 15.170910 15.722855 0.158 0.572 -1.563 0.0447
H 14.617985 17.387910 15.821675 0.039 0.001 -0.076 0.0759
H 14.489045 16.326910 17.229285 -0.041 0.056 0.039 0.0578
H 13.113765 16.480500 16.111025 -0.102 0.141 0.138 0.0693
H 14.421975 14.339170 15.937165 -1.396 -0.274 -0.604 0.1107
H 15.184825 15.981840 13.596845 -0.228 0.574 -0.908 0.1139
H 13.382975 15.737550 13.699225 0.017 0.351 0.320 0.1255
H 14.302925 13.455730 11.194785 -0.185 0.049 -0.043 0.0930
H 15.117555 15.001650 11.419755 -0.017 0.317 -0.548 0.0788
H 13.341245 14.940650 11.496095 -0.244 0.020 0.136 0.0884
H 16.602105 14.455730 15.150615 0.259 -0.058 -0.131 0.0459
H 16.284595 14.845420 16.672835 -0.170 -0.151 0.327 0.0347
C 14.559795 18.492230 20.622535 -0.352 -0.278 -0.244 -0.0480
C 13.053205 18.303950 20.989045 0.830 0.275 -1.775 -0.4032
C 12.258955 17.707330 19.767345 0.767 -1.276 -0.162 -0.1476
O 11.134345 16.869580 20.114155 -0.186 0.935 0.381 -0.2052
C 10.387315 16.361020 19.023385 -0.699 0.543 0.186 -0.1189
N 13.034525 17.442070 22.101435 -0.611 -0.992 1.348 0.0474
H 14.770085 19.204740 19.824905 -0.133 0.281 0.232 0.0763
H 15.016255 17.560250 20.289135 -0.441 -0.418 -0.248 0.0566
H 15.146905 18.676700 21.522185 -0.254 0.674 0.095 0.0647
H 12.621855 19.248840 21.319525 -0.085 0.213 -0.311 0.1334
H 12.871115 16.938110 19.296555 0.953 0.408 -0.328 0.1061
H 12.063705 18.477110 19.020745 -0.536 0.111 -0.003 0.1242
H 10.872675 15.717400 18.289705 0.786 -0.187 0.309 0.0757
H 9.936175 17.162030 18.437755 0.002 0.375 -0.062 0.0860
H 9.549755 15.809390 19.450345 0.151 -0.114 0.119 0.0808
H 12.073955 17.134380 22.153665 -0.218 -0.341 0.441 0.0475
H 13.565435 16.607670 21.896455 0.179 -0.252 -0.205 0.0462
C 10.678375 17.212700 24.732915 -1.190 -0.602 0.415 -0.0454
C 11.577635 16.032430 25.201305 -2.102 2.271 0.461 -0.4324
C 11.549785 14.967610 24.193275 1.298 -1.495 -0.699 -0.2444
O 10.310875 14.316160 23.993945 0.104 0.116 0.148 -0.1564
C 10.409185 13.328600 22.968115 -0.732 1.076 -0.578 -0.0934
N 12.861725 16.635870 25.413315 1.698 -0.531 -0.045 0.0525
H 10.551155 17.930330 25.543415 0.124 0.143 0.008 0.0733
H 9.671795 16.918520 24.435675 -0.134 -0.249 0.092 0.0739
H 11.088955 17.723060 23.861675 0.361 -0.080 0.191 0.0609
H 11.287525 15.603000 26.160235 -0.547 0.153 0.097 0.1377
H 12.252795 14.201850 24.521145 0.443 -0.222 -0.107 0.1067
H 11.951535 15.395140 23.274625 -0.116 -0.129 -0.517 0.1110
H 10.176215 13.790860 22.008875 0.085 0.367 -0.305 0.0769
H 9.583185 12.627220 23.085995 0.480 -0.405 0.454 0.0880
H 11.413675 12.928600 22.829915 -0.032 -0.480 0.581 0.0714
H 12.722995 17.499180 25.918835 -0.038 -0.009 0.339 0.0772
H 13.212535 16.963080 24.524515 0.191 0.073 -0.452 0.0370
C 8.344475 14.184790 17.038925 1.232 -0.658 0.237 -0.0492
C 9.186945 14.544180 15.787065 -0.091 -0.331 0.758 -0.4349
C 10.118495 13.471100 15.214645 -0.957 0.301 0.060 -0.2254
O 11.114135 13.152960 16.126115 0.822 -0.295 -0.050 -0.1816
C 12.121395 12.339340 15.549375 1.120 0.056 1.280 -0.1029
N 8.318885 14.968870 14.740485 -1.183 0.917 -1.198 0.0179
H 8.964805 13.644330 17.753895 0.036 -0.255 0.083 0.0543
H 7.497495 13.551110 16.775895 -0.001 -0.019 -0.081 0.0779
H 7.989925 15.041870 17.611475 -0.111 0.296 -0.441 0.0672
H 9.807195 15.413340 16.006055 0.247 -0.025 0.273 0.1275
H 10.518875 13.841600 14.270965 0.242 0.282 -0.084 0.1247
H 9.554015 12.578190 14.945995 -0.359 -0.357 0.032 0.1280
H 11.819355 11.312400 15.343785 -0.442 0.084 -0.424 0.0914
H 12.898125 12.244730 16.308215 -0.102 -0.135 0.401 0.0645
H 12.712285 12.797530 14.756275 -0.690 0.173 -0.672 0.0777
H 7.591855 15.516480 15.178265 -0.025 0.630 -0.083 0.0706
H 7.754155 14.235820 14.335745 0.322 -0.679 -0.096 0.0738
C 13.865755 13.241650 19.193425 1.014 -0.151 1.282 -0.0121
C 15.288485 13.809410 19.455795 -1.326 1.528 -1.710 -0.4194
C 15.766835 14.005270 20.863895 1.047 0.424 -0.502 -0.1994
O 14.983385 14.970420 21.533705 -0.233 -0.648 0.967 -0.1846
C 15.034245 14.781490 22.948405 -0.005 0.292 0.483 -0.0953
N 16.288585 13.362470 18.513795 0.950 -2.087 -1.076 0.0528
H 13.822165 12.203400 19.522405 -0.007 -0.387 -0.405 0.0647
H 13.538455 13.375550 18.162375 0.119 -0.074 0.081 0.0562
H 13.178055 13.741660 19.875455 -0.089 0.313 -0.183 0.0744
H 15.237625 14.803720 19.012105 -0.808 0.925 1.051 0.1065
H 16.749535 14.453070 20.715995 0.512 0.162 0.102 0.1163
H 16.009965 13.100760 21.421435 -0.775 -0.342 0.278 0.1245
H 14.729845 15.686950 23.473365 -0.219 0.156 -0.361 0.0620
H 16.036395 14.593010 23.333455 0.375 -0.142 -0.342 0.0786
H 14.397355 13.972300 23.305735 -0.141 -0.231 -0.265 0.0713
H 16.135025 12.425580 18.169175 -0.710 -0.341 -0.159 0.0623
H 17.235865 13.203510 18.826025 0.388 0.566 0.857 0.0235
C 8.395075 8.363380 21.686035 -0.519 -0.145 -1.428 -0.0687
C 9.878855 8.171720 21.423455 0.266 0.509 -0.465 -0.4281
C 10.598875 9.408410 20.711365 -1.597 -1.110 -0.304 -0.1359
O 9.875305 9.708990 19.491745 -0.035 -1.228 1.400 -0.2007
C 10.454555 10.666420 18.672715 -0.442 0.888 -0.289 -0.1268
N 10.444395 7.828920 22.702355 1.018 0.823 0.892 0.0147
H 7.952335 8.764110 20.774175 -0.217 0.285 0.111 0.0703
H 8.115085 8.964360 22.551215 0.468 0.163 -0.074 0.0806
H 7.911975 7.392290 21.794165 0.087 -0.169 0.244 0.0733
H 10.056355 7.296490 20.798495 -0.462 0.186 -0.842 0.1289
H 11.598035 9.130130 20.376195 0.356 0.035 0.536 0.1152
H 10.577145 10.251230 21.402225 0.245 0.257 0.013 0.1136
H 10.109305 10.491040 17.653815 0.314 -0.239 -0.112 0.0880
H 11.541415 10.721850 18.733995 0.167 -0.214 -0.092 0.0794
H 10.049455 11.649420 18.912935 0.183 0.381 0.222 0.0763
H 10.008435 6.982710 23.039975 0.113 -0.049 0.091 0.0743
H 11.442675 7.689410 22.638535 0.168 -0.269 0.082 0.0616
C 16.878435 9.278240 17.827105 0.957 0.774 1.920 -0.0608
C 18.260885 9.536080 17.260775 -0.401 0.627 0.184 -0.4445
C 19.464145 8.914890 18.038565 -1.068 -1.056 -0.207 -0.1643
O 19.355185 9.144620 19.436365 -0.425 1.363 -0.584 -0.2416
C 20.447075 8.701950 20.194885 -0.452 -0.476 -0.271 -0.1028
N 18.193555 9.123000 15.883575 1.286 -0.718 -0.917 0.0300
H 16.953425 9.734520 18.814165 -0.645 -0.392 0.539 0.0537
H 16.671115 8.210600 17.899625 -0.284 0.077 -0.038 0.0900
H 16.121625 9.863610 17.304905 0.003 -0.363 -0.311 0.0781
H 18.395395 10.617660 17.274645 0.198 0.147 0.045 0.1008
H 20.424875 9.186130 17.600945 0.108 0.643 0.104 0.1257
H 19.447505 7.828230 17.954835 -0.201 -0.454 -0.480 0.1204
H 20.495385 7.620520 20.067325 0.348 -0.271 0.332 0.0899
H 20.206015 8.966220 21.224515 0.327 -0.089 -0.007 0.0982
H 21.388895 9.136150 19.859405 0.142 0.161 0.082 0.0797
H 17.943635 8.144990 15.917035 0.130 -0.434 -0.343 0.0677
H 17.389285 9.546380 15.443125 0.029 0.354 -0.049 0.0719
C 18.009065 17.268960 18.029845 2.461 -0.602 -0.159 -0.0463
C 18.653765 17.684460 16.679995 -0.573 -0.214 0.175 -0.3976
C 19.512265 16.581700 16.039295 0.349 -1.340 -0.701 -0.1615
O 20.071055 16.763490 14.712425 -0.450 0.635 -0.345 -0.2571
C 21.118825 17.684350 14.516755 0.019 0.665 1.431 -0.0924
N 17.522655 17.992460 15.805215 0.824 0.582 -0.555 0.0509
H 17.579415 16.270910 17.943855 -1.096 0.398 -0.236 0.0542
H 17.455705 18.091160 18.483585 -0.426 -0.432 -0.303 0.0802
H 18.818565 17.000490 18.708635 0.330 0.448 0.413 0.0547
H 19.282865 18.565220 16.808725 -0.161 0.293 0.146 0.1242
H 18.830985 15.762640 15.808855 -0.188 -0.163 0.353 0.0944
H 20.356515 16.144960 16.572775 -0.114 0.371 0.958 0.1153
H 20.996895 18.245310 13.590165 -0.034 -0.280 -0.072 0.0939
H 22.115275 17.251810 14.606715 0.040 -0.529 -0.454 0.0829
H 21.115715 18.394740 15.343455 -0.134 0.467 -0.048 0.0791
H 16.918205 17.183840 15.775715 -0.260 -0.483 0.319 0.0134
H 17.936065 17.952260 14.884575 -0.216 0.557 -0.682 0.0496
C 20.074575 14.368540 18.991695 0.344 -1.789 -0.809 -0.0325
C 20.381985 12.797290 19.009675 0.896 2.368 -0.402 -0.4249
C 21.432435 12.512200 20.084165 -0.285 0.149 -1.194 -0.2149
O 20.834515 12.913070 21.313715 2.088 0.010 0.666 -0.2056
C 21.866745 13.070430 22.342925 -1.631 0.361 -0.248 -0.0527
N 19.188315 12.143610 19.352655 -1.223 -0.217 0.416 0.0653
H 19.665335 14.757280 19.924165 0.479 -0.148 0.205 0.0695
H 19.285135 14.525110 18.256585 0.151 0.070 -0.244 0.0419
H 21.001645 14.836310 18.660295 -0.209 0.551 0.234 0.0782
H 20.715185 12.522740 18.008825 0.354 -0.088 -0.052 0.1334
H 22.316125 13.017700 19.694745 0.459 0.734 1.019 0.1235
H 21.734605 11.465170 20.107265 -0.267 -0.378 0.150 0.1087
H 22.326315 12.114440 22.593885 0.521 0.103 -0.513 0.0877
H 21.389425 13.383500 23.271505 -0.382 0.066 -0.161 0.0822
H 22.492485 13.908570 22.036235 0.595 -0.479 0.024 0.0918
H 19.181555 12.559570 20.273005 -1.527 -0.540 0.877 0.0709
H 19.433795 11.176760 19.510885 -0.503 -0.554 0.052 0.0520

***

[2]
13
Properties=species:S:1:pos:R:3:forces:R:3:lowdin_charge:R:1 method="wB97M-V/def2-TZVPD" max_force_ev_per_a=0.4 homo_lumo_gap_ha=0.3947 charge=0 homo_energy_ev=-10.1 total_energy_ev=-8809.888
N 0.448733 -0.089599 1.626795 0.130 -0.079 0.046 0.1472
C 0.653181 -0.917597 0.540582 0.118 -0.184 -0.005 -0.5347
O 1.024949 -2.061797 0.713354 -0.136 0.300 -0.101 0.0550
C 0.348650 -0.391125 -0.853305 -0.047 -0.055 -0.036 -0.0960
C -0.590425 0.806485 -0.958173 0.328 0.106 -0.151 -0.2836
O -1.854041 0.570279 -0.380985 -0.055 -0.055 0.295 -0.0603
H 0.816616 -0.511394 2.470323 -0.113 0.218 0.015 0.1095
H 0.528829 0.916577 1.567573 -0.022 -0.199 -0.206 0.1004
H -0.075122 -1.246326 -1.387424 0.057 0.116 0.020 0.1274
H 1.307541 -0.159936 -1.335191 -0.109 -0.017 0.090 0.1292
H -0.116428 1.711831 -0.539052 -0.108 -0.139 -0.012 0.1116
H -0.776173 1.015724 -2.017000 0.060 -0.014 0.179 0.1206
H -1.716311 0.356879 0.552504 -0.102 0.002 -0.135 0.0737